# 1
Entry from OMol25: a molecular structure, C4H7ErLiO2 (ωB97M-V/def2-TZVPD).

Structure (ORCA input):
```
! wB97M-V def2-TZVPD RIJCOSX def2/J DEFGRID3
* xyz 2 5
H -0.873 1.515 -3.798
C 0.872 -0.221 -0.230
C 0.692 0.656 0.998
C -0.172 -0.264 1.774
C -1.101 -1.091 0.952
O -0.719 -0.812 -0.373
O 0.956 0.352 -1.426
Li 1.120 1.740 -2.610
Er -1.068 0.086 -2.425
H 1.613 -1.026 -0.090
H 1.646 0.879 1.496
H 0.199 1.598 0.702
H -0.058 -0.438 2.843
H -2.156 -0.796 1.092
H -0.952 -2.178 1.096
*
```

- HOMO (spin up / spin down) (Ha) = -0.4977 / -0.6245
- relative energy (zero: lowest compared OMol25 entry of this formula, charge and spin) (kJ/mol) = 239.9
- LUMO (spin up / spin down) (Eh) = -0.416 / -0.415
- ⟨S²⟩ = 6.00
- frontier orbital gap (spin up / spin down) (Ha) = 0.08198 / 0.20908

=====

# 2
Entry from OMol25: a molecular structure, C4H7ErO (ωB97M-V/def2-TZVPD).

Structure (ORCA input):
```
! wB97M-V def2-TZVPD RIJCOSX def2/J DEFGRID3
* xyz 1 5
C 1.080 1.056 -0.719
C 0.072 -0.087 -0.776
C -0.345 -0.681 0.487
O -0.983 -1.754 0.550
Er -1.129 -3.334 2.664
H 1.460 1.345 0.262
H 0.117 -0.765 -1.629
H 1.820 1.061 -1.518
H -0.464 0.037 1.325
C -0.329 1.361 -1.043
H -0.943 1.853 -0.288
H -0.599 1.580 -2.076
H 0.243 -1.671 2.761
*
```

- HOMO (spin up / spin down) (Ha) = -0.4169 / -0.4841
- relative energy (zero: lowest compared OMol25 entry of this formula, charge and spin) (kJ/mol) = 0.0
- LUMO (spin up / spin down) (Eh) = -0.162 / -0.205
- ⟨S²⟩ = 6.00
- frontier orbital gap (spin up / spin down) (Ha) = 0.25460 / 0.27939

=====

# 3
Entry from OMol25: a single C4H7F molecule (ωB97M-V/def2-TZVPD).

Structure (ORCA input):
```
! wB97M-V def2-TZVPD RIJCOSX def2/J DEFGRID3
* xyz 0 1
C 1.090 0.116 0.307
C -0.282 1.103 0.010
C -0.971 -0.188 -0.593
C 0.109 -0.989 0.189
H 1.376 0.433 1.284
H -0.170 1.982 -0.608
H -0.745 1.390 0.961
H -0.717 -0.252 -1.623
H -2.018 -0.352 -0.291
H 0.319 -2.019 -0.336
H -0.253 -1.282 1.190
F 2.263 0.057 -0.491
*
```

- HOMO (Ha) = -0.3706
- relative energy (zero: lowest compared OMol25 entry of this formula, charge and spin) (kJ/mol) = 100.5
- LUMO (Eh) = 0.041
- structure (SMILES) = FC1CCC1
- frontier orbital gap (Ha) = 0.41178

=====

| no. | E (eV) | largest force on an atom (hartree/bohr) |
| --- | --- | --- |
| 1 | -36160.91522 | 0.0607 |
| 2 | -33918.66848 | 0.0630 |
| 3 | -6977.15119 | 0.0856 |